Record 1
DFT (wB97M-V/def2-TZVPD) results for a structure of composition C35H43FeN3O8PS2.

Element x y z (Å)
Fe: -1.825 1.252 -0.111
O: -1.969 -0.200 6.585
C: -2.044 -1.133 5.741
O: -2.234 -2.354 5.928
C: -1.898 -0.617 4.326
C: -1.471 0.680 4.134
C: -1.370 1.123 2.822
N: -1.890 0.431 1.788
C: -2.187 -0.838 1.969
C: -2.197 -1.391 3.227
C: -2.559 -1.519 0.698
C: -2.819 -2.909 0.640
C: -3.071 -3.440 -0.583
C: -3.235 -2.656 -1.711
C: -2.931 -1.304 -1.601
N: -2.591 -0.788 -0.419
C: -0.849 2.462 2.425
C: -0.109 3.294 3.274
C: 0.273 4.559 2.833
C: -0.084 4.930 1.519
C: -0.729 4.045 0.716
N: -1.055 2.807 1.143
H: -1.274 1.238 5.047
H: -2.428 -2.414 3.496
H: -2.776 -3.499 1.512
H: -3.232 -4.506 -0.619
H: -3.513 -3.106 -2.658
H: -3.015 -0.511 -2.374
H: 0.138 2.885 4.250
H: 0.777 5.286 3.448
H: 0.204 5.897 1.074
H: -1.051 4.285 -0.313
C: -4.688 6.091 -4.172
O: -3.233 6.080 -4.340
C: -2.547 4.973 -3.817
C: -1.206 4.906 -4.248
C: -0.331 3.944 -3.768
C: -0.839 2.901 -2.924
C: 0.052 2.043 -2.222
C: 1.544 2.122 -2.349
O: -0.313 1.186 -1.349
C: -2.238 2.935 -2.544
O: -2.773 2.029 -1.776
C: -3.067 4.025 -2.964
H: -5.004 7.158 -4.244
H: -4.969 5.710 -3.225
H: -5.144 5.495 -4.989
H: -0.869 5.700 -4.922
H: 0.681 3.931 -4.127
H: 1.817 1.450 -3.192
H: 1.993 1.599 -1.529
H: 2.005 3.082 -2.486
H: -4.116 3.965 -2.631
C: 1.391 -0.521 5.383
C: 1.307 -1.085 3.970
O: 1.632 -0.163 2.919
C: 3.001 0.028 2.769
C: 3.135 0.957 1.549
H: 0.594 -0.999 5.937
H: 1.216 0.557 5.337
H: 2.362 -0.651 5.866
H: 0.298 -1.450 3.805
H: 1.971 -1.933 3.832
H: 3.487 -0.930 2.689
H: 3.477 0.613 3.577
H: 2.590 0.535 0.702
H: 4.227 1.069 1.327
H: 2.654 1.945 1.707
C: 0.773 -3.842 -4.092
C: 0.307 -2.830 -3.058
C: 1.353 -1.768 -2.872
O: -0.044 -3.553 -1.814
P: 0.937 -3.883 -0.637
S: 0.171 -5.192 0.586
S: 1.300 -2.311 0.547
O: 2.198 -4.427 -1.381
C: 3.590 -4.710 -0.971
C: 3.705 -5.289 0.364
C: 4.430 -3.468 -0.991
H: 0.624 -3.368 -5.078
H: 0.243 -4.781 -4.017
H: 1.826 -4.016 -3.924
H: -0.664 -2.395 -3.350
H: 2.394 -2.226 -2.768
H: 1.180 -1.181 -1.973
H: 1.331 -1.177 -3.805
H: 3.984 -5.432 -1.719
H: 3.143 -4.681 1.081
H: 4.759 -5.120 0.656
H: 3.439 -6.328 0.430
H: 4.108 -2.740 -0.187
H: 4.340 -2.868 -1.943
H: 5.487 -3.698 -0.842

Multiplicity = 6
Kohn-Sham gap (spin up / spin down) = 7.02 / 5.07 eV
Energy above the lowest of the compared OMol25 structures with the same formula, charge and spin = 6.6 kcal per mole
DFT total energy = -4527.2091 hartree
LUMO level (spin up / spin down) = -0.7 / -2.7 eV
Expectation value of S² = 8.77
Molecular weight = 784.70 g mol⁻¹
Highest occupied orbital energy (spin up / spin down) = -7.73 / -7.73 eV
Maximum force = 2.7 eV/Å

Record 2
DFT (wB97M-V/def2-TZVPD) results for a cluster of 7 separate species, C35H43INO20 in total.

Element x y z (Å)
C: 4.479 -1.208 1.420
C: 4.084 -1.985 0.123
C: 5.115 -2.664 -0.639
C: 4.774 -3.376 -1.898
C: 3.383 -3.382 -2.311
C: 2.337 -2.684 -1.534
C: 2.657 -1.974 -0.306
C: 1.652 -1.177 0.572
C: 0.156 -1.537 0.332
C: -0.311 -2.829 0.782
N: -1.644 -3.217 0.576
C: -2.571 -2.426 -0.070
C: -4.025 -2.974 -0.285
C: -4.014 -4.554 -0.487
C: -4.841 -5.029 -1.750
I: -4.725 -5.497 1.364
C: -2.177 -1.087 -0.538
C: -0.794 -0.609 -0.335
C: -0.347 0.818 -0.801
O: 0.053 1.564 0.053
O: -0.428 1.250 -2.093
H: 5.502 -1.559 1.736
H: 4.455 -0.099 1.248
H: 3.793 -1.465 2.271
H: 6.168 -2.608 -0.261
H: 5.618 -3.859 -2.434
H: 3.135 -3.911 -3.266
H: 1.288 -2.712 -1.906
H: 1.856 -1.318 1.674
H: 1.795 -0.077 0.386
H: 0.374 -3.532 1.308
H: -1.912 -4.147 0.934
H: -4.474 -2.474 -1.189
H: -4.637 -2.690 0.612
H: -2.971 -4.953 -0.639
H: -4.668 -4.325 -2.608
H: -5.920 -5.208 -1.524
H: -4.393 -6.018 -2.059
H: -2.919 -0.433 -1.063
H: -0.529 0.488 -2.696
C: 1.826 3.973 -3.644
C: 0.519 4.703 -3.743
O: 0.496 5.126 -5.104
C: 1.308 4.285 -5.805
O: 1.383 4.257 -6.992
O: 2.023 3.482 -4.970
H: 1.792 3.153 -2.929
H: 2.653 4.633 -3.386
H: -0.341 4.052 -3.559
H: 0.466 5.556 -3.068
C: 2.972 4.666 2.229
C: 1.661 5.394 2.130
O: 1.638 5.818 0.769
C: 2.449 4.985 0.071
O: 2.523 4.961 -1.121
O: 3.165 4.183 0.900
H: 2.941 3.843 2.942
H: 3.801 5.328 2.488
H: 0.803 4.741 2.312
H: 1.604 6.247 2.805
C: -0.519 0.240 3.729
C: -1.183 1.448 3.131
O: -1.110 2.406 4.182
C: -0.072 2.045 4.986
O: 0.368 2.720 5.859
O: 0.400 0.809 4.655
H: 0.003 -0.362 2.984
H: -1.220 -0.399 4.273
H: -0.646 1.834 2.263
H: -2.220 1.258 2.851
C: -8.701 -3.262 2.571
C: -9.014 -2.985 1.128
O: -8.094 -1.946 0.801
C: -7.056 -2.038 1.668
O: -6.035 -1.423 1.563
O: -7.320 -2.915 2.665
H: -8.860 -4.305 2.841
H: -9.271 -2.628 3.254
H: -8.820 -3.846 0.484
H: -10.042 -2.657 0.978
C: 1.492 -5.821 3.789
C: 0.926 -7.212 3.786
O: -0.146 -7.114 2.846
C: 0.132 -6.082 2.023
O: -0.477 -5.833 1.021
O: 1.190 -5.358 2.471
H: 2.565 -5.805 3.972
H: 0.999 -5.169 4.514
H: 1.641 -7.956 3.430
H: 0.559 -7.516 4.765
C: 4.016 7.379 -3.915
C: 3.653 7.874 -5.288
O: 3.721 9.289 -5.141
C: 4.553 9.549 -4.095
O: 4.957 10.630 -3.811
O: 4.863 8.409 -3.418
H: 4.541 6.424 -3.941
H: 3.145 7.288 -3.258
H: 4.372 7.562 -6.050
H: 2.655 7.562 -5.595

Multiplicity = 1
Kohn-Sham gap = 6.87 eV
DFT total energy = -3216.5281 hartree
LUMO level = -4.5 eV
Molecular weight = 924.62 g mol⁻¹
Highest occupied orbital energy = -11.36 eV
Charge = +1
Maximum force = 3.1 eV/Å